One molecule with the formula C4H8N2, computed with ωB97M-V/def2-TZVPD.

Atoms and positions in Å:
1 C -1.53541 0.12686 -0.54804
2 C -0.40708 0.16547 0.49201
3 C 0.56957 -1.00287 0.32253
4 C 0.53197 1.30987 0.25644
5 H -2.22595 0.97719 -0.40709
6 H -1.14536 0.14754 -1.56152
7 H -2.11126 -0.79004 -0.40479
8 H -0.83994 0.15934 1.50222
9 H 0.09517 -1.86768 -0.17376
10 H 0.94045 -1.35097 1.28683
11 H 2.55741 -0.77163 -0.45281
12 H 0.30810 2.34312 0.47223
13 N 1.61902 -0.41148 -0.50771
14 N 1.64331 0.96528 -0.27654

Calculated values
ΔE to the lowest compared entry with this formula, charge and spin ... 1.022 eV
LUMO energy ... 1.08 eV
SMILES ... C[C@@H]1C=NNC1
Gap between HOMO and LUMO ... 9.6 eV


A 11-piece molecular cluster, C56H124N6O15P overall at a distorted geometry, computed with ωB97M-V/def2-TZVPD.

Atoms and positions in Å:
1 C 0.99484 -5.46142 -1.80835
2 C -0.05588 -4.51462 -2.28750
3 O -0.91240 -4.04291 -1.62501
4 N -0.02060 -4.19157 -3.74687
5 H -0.24285 -3.19328 -3.93060
6 H 0.97667 -4.34318 -3.94687
7 C -0.90488 -5.11632 -4.53896
8 H 1.33396 -5.21597 -0.80353
9 H 1.84615 -5.52580 -2.47864
10 H 0.46413 -6.42234 -1.77951
11 H -0.71983 -4.95966 -5.59386
12 H -1.90510 -4.92916 -4.17035
13 H -0.60284 -6.13556 -4.30590
14 C 1.64724 -1.44242 -0.03093
15 C 0.57889 -0.63686 -0.69936
16 O -0.40360 -0.33682 -0.15682
17 N 0.91505 0.01750 -1.99468
18 H 1.85206 -0.28087 -2.36605
19 H 0.17370 -0.29840 -2.66810
20 C 0.96132 1.49918 -1.88643
21 H 2.58054 -1.34718 -0.57775
22 H 1.33379 -2.47311 0.07196
23 H 1.83684 -0.92969 0.90829
24 H 1.97251 1.73662 -1.56067
25 H 0.24761 1.88925 -1.16504
26 H 0.72951 1.90035 -2.86520
27 C 5.12466 -2.67246 -0.77583
28 C 6.01343 -3.34427 0.20076
29 O 6.94684 -3.97915 -0.05536
30 N 5.56130 -3.22082 1.61183
31 H 5.52161 -2.19867 1.82273
32 H 4.54625 -3.43157 1.77154
33 C 6.43102 -3.98183 2.54705
34 H 4.09623 -3.00207 -0.62155
35 H 5.45097 -2.91591 -1.78259
36 H 5.03954 -1.58159 -0.72290
37 H 6.47868 -5.02708 2.27782
38 H 6.00163 -3.88243 3.53988
39 H 7.39147 -3.47876 2.52011
40 C -1.42462 3.62902 2.44191
41 C -0.43292 2.81743 1.60779
42 C 1.05323 3.11873 1.86143
43 C 1.40345 4.56253 1.58474
44 N 2.87370 4.78142 1.40712
45 C 3.35587 3.92797 0.23790
46 C 4.49247 4.72233 -0.36000
47 C 4.01015 6.18861 -0.21998
48 C 3.27172 6.19229 1.11195
49 C 3.60944 4.30147 2.61183
50 H -1.57289 4.64849 2.07785
51 H -1.09794 3.77826 3.47505
52 H -2.37625 3.10305 2.38904
53 H -0.69308 2.98881 0.55625
54 H -0.56004 1.73890 1.72763
55 H 1.55961 2.38509 1.22444
56 H 1.28135 2.74334 2.86414
57 H 1.08097 5.22439 2.38844
58 H 0.90259 4.88360 0.67229
59 H 3.56222 2.89669 0.52278
60 H 2.59112 3.91623 -0.54539
61 H 5.34295 4.74568 0.32988
62 H 4.82824 4.51276 -1.36703
63 H 4.85673 6.86453 -0.25797
64 H 3.28829 6.42764 -1.00296
65 H 3.81754 6.69264 1.91491
66 H 2.40210 6.85606 1.12448
67 H 3.21619 4.89995 3.43369
68 H 4.67574 4.39878 2.44447
69 H 3.45087 3.25795 2.85710
70 C 4.22229 -1.65326 10.26234
71 C 4.55303 -2.14079 8.85204
72 C 4.37478 -1.13209 7.72492
73 C 2.88379 -1.00644 7.36918
74 N 2.64119 -0.43850 5.98843
75 C 1.15195 -0.38532 5.62118
76 C 1.04387 -1.28699 4.39403
77 C 2.38748 -1.08254 3.67985
78 C 3.30429 -1.20998 4.86039
79 C 3.22903 0.95778 5.93393
80 H 4.16708 -2.54386 10.88899
81 H 3.24957 -1.17003 10.37817
82 H 5.00977 -0.99256 10.61947
83 H 4.14528 -3.13971 8.64705
84 H 5.60081 -2.47379 8.84418
85 H 4.90626 -1.47084 6.83755
86 H 4.65887 -0.14703 8.09643
87 H 2.38646 -0.30706 8.04222
88 H 2.31843 -1.93980 7.37020
89 H 0.92185 0.59025 5.19496
90 H 0.56905 -0.61337 6.50375
91 H 0.30493 -0.96137 3.65899
92 H 0.87602 -2.32341 4.69248
93 H 2.35918 -0.03390 3.33810
94 H 2.61596 -1.65443 2.78982
95 H 4.36980 -1.01777 4.77239
96 H 3.25077 -2.27035 5.14288
97 H 4.29019 0.88800 6.12524
98 H 2.76311 1.54162 6.72920
99 H 2.86933 1.35358 4.99020
100 C -6.32763 -6.87457 4.74657
101 C -5.37864 -7.30073 3.62525
102 C -4.73734 -6.07377 2.98912
103 C -3.54096 -6.48796 2.15808
104 N -2.55411 -5.41171 1.73079
105 C -1.90861 -4.61855 2.82132
106 C -1.46311 -3.36219 2.12611
107 C -2.59996 -3.01895 1.16350
108 C -3.24156 -4.37662 0.83268
109 C -1.45766 -6.12849 1.02039
110 H -6.96158 -7.66793 5.14250
111 H -7.07560 -6.15071 4.39995
112 H -5.75418 -6.41820 5.55500
113 H -5.90583 -7.90469 2.88081
114 H -4.67441 -7.97836 4.11861
115 H -4.36551 -5.42789 3.79674
116 H -5.44129 -5.42272 2.46979
117 H -3.87255 -7.06760 1.29260
118 H -2.85881 -7.16946 2.67165
119 H -1.18013 -5.22162 3.36155
120 H -2.62403 -4.52866 3.64545
121 H -0.47920 -3.42994 1.66598
122 H -1.27999 -2.59192 2.87942
123 H -2.25938 -2.61070 0.21411
124 H -3.24445 -2.30432 1.66677
125 H -3.08371 -4.82010 -0.14782
126 H -4.30849 -4.37197 1.03366
127 H -0.76034 -5.40648 0.60664
128 H -1.92502 -6.76481 0.27134
129 H -0.89162 -6.76829 1.69220
130 C -4.11243 8.10800 -3.36307
131 C -4.71588 7.44926 -4.60138
132 C -3.97907 6.17310 -5.04738
133 C -4.91610 4.94398 -5.22849
134 P -4.10785 3.38190 -4.82045
135 C -3.96268 3.04592 -3.01854
136 C -3.51806 4.26337 -2.22143
137 C -3.10129 3.88825 -0.77163
138 C -4.33079 3.76918 0.12920
139 C -2.37676 3.34086 -5.44535
140 C -1.20051 3.93141 -4.67717
141 C 0.13287 3.41193 -5.19502
142 C 0.62451 4.10128 -6.46099
143 C -5.02457 1.99931 -5.55518
144 C -4.70936 1.65268 -7.00909
145 C -5.56725 0.47192 -7.48779
146 C -4.80975 -0.35211 -8.51955
147 H -4.63360 9.03523 -3.11519
148 H -3.07796 8.40625 -3.53389
149 H -4.24848 7.48432 -2.47589
150 H -4.73679 8.23553 -5.35715
151 H -5.75832 7.18044 -4.41606
152 H -3.24938 5.98520 -4.26114
153 H -3.45734 6.28549 -5.99620
154 H -5.19047 4.96560 -6.28766
155 H -5.86419 5.09342 -4.70680
156 H -3.20595 2.24853 -3.02160
157 H -4.89072 2.59786 -2.66076
158 H -4.32161 5.00241 -2.14139
159 H -2.69052 4.82032 -2.65562
160 H -2.40815 4.67490 -0.47228
161 H -2.64755 2.89318 -0.82035
162 H -5.06779 4.54735 -0.12601
163 H -4.17743 3.91837 1.19459
164 H -4.93659 2.90746 -0.16252
165 H -2.48330 3.76902 -6.44973
166 H -2.27885 2.25882 -5.57299
167 H -1.25233 3.48255 -3.67719
168 H -1.24604 5.01151 -4.55628
169 H 0.21234 2.32342 -5.26131
170 H 0.86597 3.57755 -4.39144
171 H 1.49137 3.61986 -6.92665
172 H 0.94794 5.12016 -6.25691
173 H -0.08675 3.99717 -7.28507
174 H -6.07714 2.22614 -5.35683
175 H -4.79714 1.12451 -4.93522
176 H -3.64587 1.49387 -7.18719
177 H -4.94353 2.54004 -7.61066
178 H -6.50784 0.89738 -7.83387
179 H -5.82136 -0.21164 -6.67001
180 H -4.57663 0.36084 -9.32825
181 H -5.36084 -1.19521 -8.92490
182 H -3.77310 -0.64498 -8.32798
183 O -2.82535 -0.41443 -5.04237
184 C -1.67892 -0.32790 -4.27067
185 O -1.00529 -1.41973 -4.18811
186 O -1.44855 0.75589 -3.71545
187 H -2.68748 -1.23339 -5.54117
188 O 3.87321 -2.26609 -4.67025
189 C 3.21365 -1.62938 -3.62450
190 O 2.58619 -2.43934 -2.82304
191 O 3.24272 -0.39506 -3.48747
192 H 3.54742 -3.16194 -4.49095
193 O 5.15103 1.75146 2.13703
194 C 4.76979 0.60323 1.49103
195 O 5.15917 -0.52005 1.98042
196 O 4.08440 0.65598 0.45083
197 H 5.70904 1.46825 2.87764
198 O 1.07987 -4.93180 2.60471
199 C 2.40911 -4.51730 2.47761
200 O 2.87591 -4.23212 1.32139
201 O 3.08262 -4.41469 3.56869
202 H 1.11436 -4.93466 3.58641

Calculated values
LUMO energy ... -5.28 eV
Net charge ... +3
Gap between HOMO and LUMO ... 8.6 eV


C15H26O as an isolated structure at a distorted geometry, computed with ωB97M-V/def2-TZVPD.

Atoms and positions in Å:
1 C -2.87845 -1.38669 -1.52378
2 C -2.40624 -0.18264 -1.24628
3 C -3.09794 0.70706 -0.18481
4 C -3.07253 2.08565 -0.46646
5 H -3.59242 2.50785 0.19574
6 H -3.66157 2.27157 -1.33737
7 H -2.17424 2.28482 -0.32988
8 O -4.65588 0.28362 -0.20544
9 H -5.08256 0.41495 -1.04784
10 C -2.66706 0.19383 1.22206
11 H -2.87002 -0.64126 1.34677
12 H -3.46886 0.80024 1.86675
13 C -1.23668 0.46786 1.40896
14 C -0.24082 0.20573 0.57232
15 C 0.12802 -1.15970 0.29235
16 C 1.09222 -1.56810 -0.48332
17 C 2.61239 -1.77391 0.05296
18 C 2.96651 -0.33348 0.62001
19 C 3.69397 0.80842 -0.20059
20 C 3.90326 2.05270 0.64035
21 H 3.42392 2.82863 -0.10543
22 H 4.89286 2.26037 0.66375
23 H 3.58672 2.14131 1.61079
24 C 3.89668 0.68916 -1.41510
25 H 4.98509 1.14413 -1.97033
26 H 3.94396 -0.33930 -2.00594
27 H 3.32671 1.12137 -2.16526
28 H 2.79558 0.04956 1.54749
29 H 2.50004 -2.37821 0.92339
30 H 3.30411 -2.00291 -0.69439
31 H 1.18608 -0.69464 -1.46953
32 H 0.87282 -2.53678 -1.15416
33 C -0.34624 -2.22526 1.28952
34 H 0.37652 -3.13912 1.40730
35 H -0.76013 -1.97786 2.23894
36 H -1.16872 -2.55192 0.79986
37 H 0.20090 0.85857 -0.30203
38 H -1.19048 1.75798 1.81795
39 H -1.03426 0.32687 2.54010
40 H -1.84517 0.44843 -1.62955
41 H -2.34026 -2.00666 -2.22628
42 H -3.89783 -1.81225 -0.89360

Calculated values
ΔE to the lowest compared entry with this formula, charge and spin ... 16.188 eV
LUMO energy ... 0.62 eV
Gap between HOMO and LUMO ... 8.3 eV


C9H10N2O2P as an isolated structure at a distorted geometry, computed with ωB97M-V/def2-TZVPD.

Atoms and positions in Å:
1 C 2.03511 0.80054 0.40571
2 C 0.04472 -1.57619 -1.09520
3 C -0.98027 -1.05527 -1.74177
4 C 1.07243 1.78420 0.01087
5 C 1.68587 -0.49582 0.47584
6 C 2.67911 -1.57930 1.02078
7 C 0.26850 -0.89940 0.22771
8 C -0.73651 0.27376 0.20622
9 C -1.54970 0.35916 1.49474
10 N -0.18673 1.58343 -0.07151
11 N -1.63596 0.06177 -0.94050
12 O 3.86408 -1.43858 0.71669
13 O 2.11566 -2.40745 1.75040
14 P -1.72697 1.57591 -1.76949
15 H 3.05757 1.10054 0.58250
16 H 0.66154 -2.39515 -1.41686
17 H -1.42873 -1.29231 -2.68635
18 H 1.41209 2.78100 -0.25532
19 H 0.01870 -1.61213 1.02478
20 H -2.23947 1.20039 1.44012
21 H -0.87547 0.50695 2.33768
22 H -2.11386 -0.56058 1.63708
23 H -2.58629 2.15642 -0.82971
24 H -2.85541 1.12811 -2.52443

Calculated values
ΔE to the lowest compared entry with this formula, charge and spin ... 0.000 eV
LUMO energy ... 3.46 eV
Net charge ... -1
Gap between HOMO and LUMO ... 8.2 eV